The following is a quantum chemistry calculation of a molecular structure, C27H33AlBr2Cl2N4O2Si, from the OMol25 dataset.

Properties
* LUMO energy: -0.412 eV
* charge: 0
* gap between HOMO and LUMO: 6.7 eV
* spin multiplicity: 1
* max |F|: 0.639 eV Å⁻¹

Each line ends with the Löwdin charge.
Atoms and positions in Å:
H1 -1.96 -0.20 1.65  0.052
C1 -0.11 2.71 1.86  -0.035
C2 -1.37 -4.78 4.82  -0.206
C3 0.58 2.46 -0.46  -0.387
C4 -1.82 -3.31 1.44  -0.051
C5 0.53 4.71 0.57  -0.157
H2 3.13 -2.96 -1.78  0.028
O1 0.42 1.22 -0.35  -0.010
C6 1.00 4.47 -1.82  -0.151
H3 -1.09 -2.83 -1.06  0.074
C7 -3.56 0.12 -1.82  -0.177
H4 3.56 -0.95 1.95  -0.002
H5 0.01 1.64 1.87  0.018
H6 -5.41 0.52 -0.79  0.084
C8 3.71 -0.26 1.12  -0.259
C9 -1.09 -4.34 3.49  -0.272
C10 -3.13 0.05 -4.20  -0.163
C11 -0.53 -3.41 0.89  -0.315
C12 -4.36 0.29 -0.67  -0.013
C13 -1.27 -0.40 -2.69  -0.368
H7 3.36 1.32 -1.61  0.015
N1 -1.66 -0.28 -0.37  0.103
Si1 2.84 -0.85 -0.45  0.484
O2 -0.04 -0.69 -2.40  -0.094
H8 3.35 0.72 1.44  0.012
C14 -2.43 -0.11 0.68  -0.101
H9 4.79 -0.18 0.95  0.026
H10 0.91 1.19 -2.66  0.055
H11 1.47 6.20 -0.65  0.121
C15 -1.78 -0.26 -3.97  -0.603
H12 -4.39 0.30 1.47  0.113
C16 0.18 -4.51 2.93  -0.042
H13 3.21 -3.30 -0.05  0.007
H14 0.03 4.88 -2.14  0.133
C17 1.47 5.12 -0.54  -0.149
Cl1 0.71 -0.81 2.44  0.681
H15 -3.09 -3.64 3.13  0.118
H16 -2.61 -2.87 0.84  0.108
N2 0.43 3.26 0.63  -0.067
C18 -2.10 -3.75 2.72  -0.037
C19 0.45 -4.05 1.66  -0.058
Al1 0.37 -0.82 -0.58  0.128
H17 2.48 4.80 -0.31  0.127
C20 -4.01 0.23 -3.16  -0.632
C21 3.55 0.27 -1.82  -0.224
H18 -0.14 -1.87 4.35  0.014
Cl2 -1.46 0.07 4.28  0.560
H19 -3.48 0.14 -5.22  0.097
C22 3.49 -2.58 -0.82  -0.228
H20 0.79 -0.37 4.74  0.034
H21 0.96 -4.99 3.52  0.119
H22 3.14 0.04 -2.80  0.027
Br1 -5.82 0.64 -3.53  0.776
H23 4.63 0.12 -1.86  0.028
N3 -1.57 -5.12 5.90  0.140
C23 -2.20 -0.18 -1.62  -0.106
N4 0.89 3.03 -1.65  -0.057
Br2 -0.63 -0.48 -5.44  0.798
H24 1.44 -4.17 1.25  0.105
C24 0.88 2.25 -2.88  -0.018
H25 -0.46 5.15 0.42  0.132
C25 -0.22 -2.80 -0.41  -0.155
H26 1.71 4.64 -2.63  0.125
H27 -0.02 2.46 -3.46  0.103
C26 -3.80 0.18 0.57  -0.020
H28 1.75 2.52 -3.47  0.100
C27 0.05 -0.83 4.10  -0.902
H29 -1.18 2.94 1.96  0.100
H30 0.89 5.05 1.54  0.124
H31 0.60 -3.32 -0.91  0.067
H32 4.59 -2.56 -0.87  0.027
H33 0.42 3.14 2.71  0.096


The following is a quantum chemistry calculation of a molecular structure, C32H57N6O2Si2Ta, from the OMol25 dataset.

Properties
* LUMO energy: -6.040 eV
* charge: +2
* gap between HOMO and LUMO: 7.2 eV
* spin multiplicity: 1
* max |F|: 1.887 eV Å⁻¹

Each line ends with the Löwdin charge.
Atoms and positions in Å:
H1 -4.21 -0.69 -0.90  0.102
C1 0.74 -4.77 1.67  -0.005
H2 3.37 1.89 3.66  0.014
H3 -2.37 -0.72 -1.99  0.043
C2 -0.76 -3.17 2.88  0.002
H4 -2.57 -0.42 -4.35  0.117
C3 2.46 -4.09 -2.72  -0.014
H5 0.71 -5.31 2.62  0.096
H6 2.27 0.30 -1.98  -0.001
C4 1.60 -0.56 3.98  -0.147
H7 -5.30 -0.38 1.29  0.129
N1 0.81 -3.36 -0.39  0.109
C5 -4.00 1.73 1.36  -0.220
H8 2.43 -4.80 -1.91  0.118
H9 -0.52 3.54 0.25  0.103
H10 -5.53 1.40 -0.12  0.107
C6 3.14 0.34 -1.32  -0.165
H11 3.73 -5.24 -4.00  0.115
C7 1.14 0.44 1.15  -0.510
H12 3.67 -2.24 0.27  0.038
H13 -1.46 -0.68 4.75  0.084
H14 1.77 -4.56 1.39  0.088
H15 3.67 -3.61 -5.85  0.118
C8 -0.65 4.18 -0.62  0.008
H16 1.29 4.99 -3.29  0.113
C9 -1.28 -1.92 3.03  -0.414
H17 -4.79 1.82 2.11  0.123
H18 -4.62 -2.26 -0.16  0.125
H19 -4.09 -1.45 2.02  0.117
C10 -0.50 1.70 3.53  -0.163
C11 -4.26 -0.71 1.23  -0.195
H20 0.29 2.71 -4.20  0.120
C12 -1.74 0.02 -2.42  -0.166
N2 0.54 4.08 -1.48  -0.164
H21 -0.79 5.20 -0.28  0.116
H22 -5.02 3.05 0.07  0.115
C13 1.01 -2.55 -1.34  -0.346
N3 -3.34 0.42 1.41  -0.067
H23 2.55 -2.17 1.63  0.007
H24 4.20 -1.58 1.80  0.042
O1 -1.10 -1.02 2.12  -0.279
C14 -0.13 1.75 -2.31  -0.255
H25 1.34 4.48 -0.96  0.193
H26 0.73 1.33 0.60  -0.012
H27 4.49 1.09 2.28  0.023
C15 -3.99 -1.39 -0.09  -0.181
C16 1.72 -1.96 -3.61  -0.041
H28 2.69 -0.74 3.90  0.048
H29 -2.99 -1.11 4.03  0.096
H30 1.38 -0.32 5.03  0.056
Si1 1.12 0.92 2.93  0.409
H31 2.36 -1.50 -5.61  0.111
H32 3.68 1.28 -1.50  0.042
N4 -2.54 -1.77 -0.13  -0.067
H33 -0.44 1.60 4.63  0.052
C17 2.36 2.23 3.50  -0.181
C18 0.40 4.99 -2.67  0.025
H34 -2.08 -2.33 4.99  0.101
C19 -1.16 1.19 -4.42  -0.055
C20 4.24 1.24 1.23  -0.185
C21 -0.84 0.74 -1.61  -0.191
C22 2.42 -2.20 -4.78  -0.053
H35 -0.45 4.68 -3.26  0.099
C23 3.14 -3.39 -4.92  -0.049
H36 -1.52 3.87 -1.18  0.095
H37 -2.38 -2.30 -0.99  0.101
H38 -2.40 -2.48 0.60  0.085
C24 -1.90 0.20 -3.78  -0.046
C25 0.00 -3.47 1.75  -0.256
H39 -0.79 -3.93 3.64  0.131
Ta1 -0.43 -0.61 0.25  1.890
O2 0.55 -1.27 -1.24  -0.274
N5 -3.71 1.77 -1.06  0.018
Si2 2.90 0.12 0.55  0.456
C26 3.36 -1.64 1.12  -0.150
H40 0.22 6.00 -2.30  0.112
H41 1.34 2.30 -0.81  0.082
H42 1.15 -1.04 -3.52  0.107
H43 3.82 -0.47 -1.65  0.057
H44 2.40 3.17 2.91  0.046
H45 -0.55 2.78 3.38  0.035
H46 1.11 -1.52 3.75  0.021
C27 -4.65 2.03 0.03  -0.257
H47 -2.77 2.07 -0.78  0.025
H48 -1.43 1.26 3.20  -0.017
C28 -0.30 1.95 -3.67  -0.067
H49 -1.20 1.34 -5.49  0.119
H50 4.10 2.30 1.01  0.039
C29 0.96 2.65 -1.75  -0.100
H51 -3.95 2.33 -1.89  0.094
C30 1.75 -2.89 -2.59  -0.149
H52 -2.84 0.33 2.28  0.049
H53 1.96 2.49 4.50  0.047
H54 0.35 -5.36 0.86  0.098
H55 5.13 0.90 0.65  0.061
C31 -1.99 -1.51 4.29  0.034
H56 1.76 2.71 -2.49  0.134
N6 0.13 -2.68 0.65  -0.079
H57 -3.27 2.53 1.56  0.118
C32 3.15 -4.33 -3.89  -0.057